Record 1
ORCA calculation (the ωB97M-V functional and the def2-TZVPD basis) on 2 unconnected molecules or ions with the total composition C2H5N3.

XYZ file:
```
10
Properties=species:S:1:pos:R:3:mulliken_charge:R:1
H -1.7877 1.1440 -1.3298 0.26
N -1.6203 1.5091 -0.3838 -0.52
C -1.4260 0.5486 0.4055 0.03
C -1.1946 -0.8259 0.0763 0.20
N -0.8379 -1.8615 -0.2701 -0.37
H -1.4622 0.6473 1.4268 0.40
N 1.9290 -0.1596 -0.1865 -0.64
H 2.5818 -0.7858 -0.5885 0.22
H 2.4590 0.4977 0.3840 0.21
H 1.3588 -0.7138 0.4662 0.21
```

Values from the calculation:
Relative energy (zero: lowest compared OMol25 entry of this formula, charge and spin) = 97.8 kJ/mol
E_LUMO = -0.13 eV
HOMO energy = -10.260 eV
SMILES = [H]/N=C\C#N.N

=====

Record 2
ORCA calculation (the ωB97M-V functional and the def2-TZVPD basis) on a single C2H5N3 molecule.

XYZ file:
```
10
Properties=species:S:1:pos:R:3:mulliken_spin:R:1
C -0.0090 0.1343 1.0421 0.02
C 0.4504 -0.4012 -0.4034 0.07
N 0.7473 0.5716 1.9212 0.00
N -0.4262 0.3459 -2.4437 0.94
N -0.6325 -0.0392 -1.2659 0.88
H -1.0226 0.2110 1.1792 -0.01
H 0.3973 -1.5699 -0.4962 0.04
H 1.3142 0.0138 -0.8650 -0.02
H 0.1809 0.8980 2.6185 0.00
H -1.3659 0.5017 -3.0776 0.08
```

Values from the calculation:
Relative energy (zero: lowest compared OMol25 entry of this formula, charge and spin) = 0.0 kJ/mol
E_LUMO (alpha / beta) = 1.16 / -1.24 eV
HOMO energy (alpha / beta) = -6.971 / -10.345 eV
<S²> = 2.007
Spin multiplicity = 3

=====

Record 3
ORCA calculation (the ωB97M-V functional and the def2-TZVPD basis) on a single C2H5N3O molecule.

XYZ file:
```
11
Properties=species:S:1:pos:R:3:mulliken_charge:R:1
H 2.2704 -1.7188 0.4685 0.27
N 2.2072 -0.7506 0.1427 -0.43
C 1.0456 -0.3602 0.0093 0.14
C -0.1089 0.2727 0.6639 0.65
N -0.1421 0.4580 1.9307 -0.73
H -1.0835 0.3986 2.3056 0.25
O -1.2653 0.3281 -0.1099 -0.23
N -0.9764 0.1703 -1.5111 -0.46
H 0.9462 0.9320 -0.1521 0.05
H -1.4457 0.9567 -1.9552 0.26
H -1.4475 -0.6868 -1.7925 0.24
```

Values from the calculation:
Relative energy (zero: lowest compared OMol25 entry of this formula, charge and spin) = 664.4 kJ/mol
E_LUMO = 0.15 eV
HOMO energy = -8.368 eV
SMILES = [H]/N=C\C(=N\[H])ON

=====

Record 4
ORCA calculation (the ωB97M-V functional and the def2-TZVPD basis) on a molecular structure, C2H5N3O.

XYZ file:
```
11
Properties=species:S:1:pos:R:3:mulliken_charge:R:1
N -1.1379 -0.3992 1.0433 -0.61
C 0.0219 0.0930 1.1602 0.74
N 0.3987 0.4568 -0.7467 -0.49
C -0.6486 -0.3672 -1.3887 0.12
N 1.0268 0.4533 1.7931 -0.63
O -1.3571 0.1105 -2.2291 -0.45
H -1.5738 -0.9180 1.7888 0.21
H 0.3461 1.4334 -1.0183 0.23
H 1.3439 0.1099 -0.6163 0.33
H 1.9935 0.4627 1.5187 0.23
H -0.4134 -1.4353 -1.3050 0.33
```

Values from the calculation:
Relative energy (zero: lowest compared OMol25 entry of this formula, charge and spin) = 291.7 kJ/mol
E_LUMO = 0.61 eV
HOMO energy = -9.211 eV

=====

| no. | largest force on an atom (eV/A) | energy (eV) |
| --- | --- | --- |
| 1 | 2.7 | -6623.92324 |
| 2 | 4.5 | -6620.15596 |
| 3 | 4.9 | -8666.75617 |
| 4 | 3.5 | -8670.61942 |